# 1
65
Properties=species:S:1:pos:R:3:forces:R:3:lowdin_charge:R:1 method="wB97M-V/def2-TZVPD" homo_energy_ev=-6.63 charge=0 homo_lumo_gap_ev=5.184 spin_multiplicity=1 total_energy_ev=-173646.241
Au 0.009 -0.202 -0.134 0.0 0.8 -0.3 0.95
C -2.608 -0.455 -1.537 -0.2 0.0 -0.1 -0.09
N -2.094 0.049 -0.238 0.6 -0.5 0.0 -0.31
C -2.691 -0.714 0.890 -0.2 -0.1 0.1 -0.09
C -2.336 1.500 -0.127 -0.3 -0.1 0.1 -0.22
C -3.647 1.931 -0.047 -0.1 0.0 0.0 -0.03
C -3.947 3.278 0.034 0.1 0.0 0.0 -0.08
C -2.893 4.176 0.031 0.0 -0.1 0.0 -0.07
C -1.580 3.743 -0.045 0.0 0.1 0.0 0.00
C -1.253 2.380 -0.126 0.2 0.1 0.1 -0.24
N 0.011 1.816 -0.205 0.0 0.0 -0.1 -0.10
C 1.278 2.377 -0.132 -0.2 0.1 0.1 -0.24
C 1.608 3.739 -0.049 0.0 0.1 0.0 0.00
C 2.922 4.170 0.023 0.0 -0.1 0.0 -0.07
C 3.974 3.269 0.019 -0.1 0.0 0.0 -0.08
C 3.670 1.923 -0.066 0.1 0.0 0.0 -0.03
C 2.359 1.494 -0.141 0.3 -0.1 0.1 -0.22
N 2.113 0.044 -0.259 -0.6 -0.5 0.0 -0.31
C 2.606 -0.448 -1.570 0.1 0.0 -0.1 -0.09
C 2.730 -0.729 0.851 0.2 -0.1 0.1 -0.09
H -3.693 -0.345 -1.569 0.0 0.1 0.0 0.09
H -2.343 -1.502 -1.647 0.0 0.0 0.0 0.01
H -2.161 0.118 -2.346 0.0 0.0 0.0 0.10
H -3.780 -0.659 0.848 0.0 0.0 -0.1 0.09
H -2.325 -0.296 1.826 0.1 0.0 0.0 0.03
H -2.381 -1.753 0.805 0.0 0.0 -0.1 0.06
H -4.451 1.207 -0.046 0.0 0.0 0.0 0.11
H -4.973 3.611 0.105 0.0 0.0 0.0 0.10
H -3.083 5.240 0.096 0.0 0.0 0.0 0.11
H -0.823 4.500 -0.032 0.0 0.0 0.0 0.08
H 0.852 4.497 -0.029 0.0 0.0 0.0 0.08
H 3.114 5.232 0.092 0.0 0.0 0.0 0.11
H 5.001 3.600 0.087 0.0 0.0 0.0 0.10
H 4.473 1.197 -0.071 0.0 0.0 0.0 0.11
H 3.690 -0.338 -1.620 0.0 0.1 0.0 0.09
H 2.146 0.131 -2.368 0.0 0.0 0.0 0.10
H 2.339 -1.495 -1.685 0.0 0.0 0.0 0.01
H 3.818 -0.688 0.779 0.0 0.0 -0.1 0.09
H 2.405 -1.764 0.770 0.0 0.0 -0.1 0.06
H 2.394 -0.310 1.797 -0.1 0.0 0.0 0.03
Se 0.036 0.821 2.680 0.0 0.0 0.2 0.65
C -0.024 -0.027 4.380 0.0 0.0 -0.2 -0.68
C -0.289 0.726 5.526 0.0 -0.1 0.0 -0.14
C -0.312 0.097 6.759 0.0 -0.1 0.0 -0.17
N -0.096 -1.208 6.941 0.0 0.0 0.0 0.03
C 0.155 -1.921 5.844 0.0 0.0 0.0 -0.17
C 0.201 -1.391 4.565 0.0 0.0 0.0 -0.14
H -0.473 1.789 5.442 0.0 0.0 0.0 0.08
H -0.516 0.671 7.658 0.0 0.0 0.0 0.10
H 0.329 -2.982 6.002 0.0 0.0 0.0 0.10
H 0.408 -2.028 3.714 0.0 0.1 0.1 0.05
C 1.518 -5.361 -0.229 0.0 -0.1 0.0 -0.23
Si 0.020 -4.422 0.362 0.0 0.2 0.1 0.14
C -1.543 -5.327 -0.103 0.0 -0.1 0.0 -0.23
C 0.097 -4.168 2.203 0.0 0.0 0.0 -0.22
Se 0.003 -2.519 -0.924 0.0 -0.2 -0.1 0.43
H 1.496 -6.392 0.134 0.0 0.0 0.0 0.03
H 2.433 -4.887 0.132 0.0 0.0 0.0 0.03
H 1.553 -5.381 -1.320 0.0 0.0 0.0 0.03
H -1.512 -6.358 0.259 0.0 0.0 0.0 0.03
H -1.668 -5.346 -1.187 0.0 0.0 0.0 0.03
H -2.415 -4.835 0.333 0.0 0.0 0.0 0.03
H 0.101 -5.153 2.680 0.0 0.0 0.0 0.04
H -0.765 -3.613 2.576 0.0 0.0 0.0 0.03
H 1.005 -3.642 2.504 0.0 0.0 0.0 0.02

***

# 2
76
Properties=species:S:1:pos:R:3:forces:R:3:lowdin_charge:R:1 method="wB97M-V/def2-TZVPD" homo_energy_ev="-9.45 / -9.45" charge=+1 homo_lumo_gap_ev="3.448 / 2.254" spin_multiplicity=3 total_energy_ev=-336889.545
Au -0.223 1.403 0.157 -0.5 -0.9 -0.8 0.73
C -0.806 -1.925 1.166 0.0 -1.4 -1.0 -0.01
C -1.275 -0.879 2.067 0.2 0.0 0.2 -0.36
N -1.311 0.360 1.654 -1.6 1.8 1.9 -0.08
C -2.004 1.114 2.687 1.0 -0.8 -1.4 -0.10
C -2.228 0.297 3.736 0.4 -0.8 -0.7 -0.04
N -1.754 -1.009 3.348 -0.6 1.0 0.7 0.02
C -1.606 -2.213 4.181 -1.4 -1.3 -1.1 -0.03
N -2.823 -2.713 4.897 -0.4 -0.4 -0.1 -0.05
N -2.550 -3.842 5.709 -2.3 2.1 0.3 0.08
N -3.624 -4.055 6.400 1.3 -0.5 -0.2 0.06
C -4.623 -3.179 6.062 1.1 -0.5 -1.1 -0.26
C -5.924 -3.131 6.540 -0.2 -0.2 0.4 -0.02
C -6.734 -2.189 5.969 -2.2 1.1 1.0 -0.09
C -6.295 -1.245 4.988 0.9 -1.5 0.6 -0.08
C -5.039 -1.386 4.417 0.5 -0.8 0.0 -0.03
C -4.175 -2.383 4.996 0.6 1.0 0.3 -0.14
H 0.286 -2.039 1.134 0.0 -0.1 0.2 0.06
H -1.102 -1.736 0.119 0.2 0.6 0.4 0.09
H -1.267 -2.904 1.318 0.2 0.0 0.6 0.09
H -2.301 2.138 2.441 0.3 -0.5 0.6 0.10
H -2.736 0.511 4.661 0.1 -0.3 0.1 0.12
H -0.824 -2.204 4.937 0.1 0.6 -0.2 0.14
H -1.439 -3.044 3.480 0.7 0.5 0.1 0.13
H -6.203 -3.798 7.370 -0.1 0.4 -0.6 0.13
H -7.812 -2.073 6.355 1.9 -0.2 -0.6 0.13
H -6.930 -0.410 4.790 -0.4 0.2 -0.7 0.09
H -4.750 -0.894 3.487 0.1 0.4 0.6 0.09
C -1.539 5.166 -3.440 -0.6 1.3 -1.4 -0.08
C -0.797 4.682 -2.234 -0.2 -0.8 -0.2 -0.31
O -0.427 3.336 -2.460 0.0 -1.1 -0.1 -0.29
P 0.601 2.333 -1.732 -0.3 2.7 2.0 0.53
O 1.051 1.494 -2.916 0.0 -1.2 -1.7 -0.27
C 0.221 0.530 -3.680 0.4 -0.3 1.3 -0.19
C 0.195 0.885 -5.159 0.2 0.7 0.6 -0.05
O 1.855 3.278 -1.355 -0.7 -1.2 -0.7 -0.27
C 3.179 2.879 -1.822 -0.2 -0.3 -0.9 -0.23
C 3.448 3.388 -3.252 2.0 -0.9 -0.1 -0.07
H -1.504 6.290 -3.361 -0.4 -1.0 -0.3 0.09
H -2.645 4.845 -3.453 1.8 0.3 -0.1 0.09
H -1.017 4.906 -4.428 -0.8 0.2 1.5 0.10
H -1.437 4.762 -1.384 -0.6 -0.2 0.9 0.10
H 0.078 5.225 -1.974 0.9 0.7 -0.2 0.11
H -0.819 0.489 -3.259 0.8 0.3 -0.2 0.10
H 0.702 -0.423 -3.376 -0.3 0.4 -0.7 0.11
H -0.705 1.441 -5.411 0.2 0.5 0.1 0.07
H 0.076 -0.033 -5.658 0.1 -1.3 -0.9 0.06
H 1.105 1.387 -5.554 -0.6 -0.3 0.5 0.10
H 3.299 1.765 -1.791 -0.2 1.0 0.3 0.11
H 3.825 3.365 -1.125 0.5 0.1 0.5 0.11
H 3.591 2.504 -3.902 -0.4 0.5 0.1 0.07
H 4.465 3.880 -3.279 -1.2 -0.2 0.0 0.09
H 2.699 4.029 -3.698 -0.2 0.2 0.2 0.07
C 8.241 -2.209 -1.953 -1.6 0.3 -0.1 -0.05
C 6.777 -2.030 -1.505 -1.5 0.3 -0.7 -0.25
C 5.815 -1.696 -2.498 -0.1 0.0 0.5 -0.04
C 4.441 -1.434 -2.216 3.0 -1.4 0.9 -0.06
C 4.064 -1.616 -0.896 0.5 0.0 0.0 -0.29
C 4.974 -1.927 0.164 -0.4 0.6 -2.6 -0.04
C 6.295 -2.198 -0.180 0.8 0.7 0.0 -0.04
S 2.326 -1.562 -0.638 1.1 1.6 -0.1 0.47
O 2.247 -2.299 0.629 -1.4 0.3 -0.6 -0.36
O 2.039 -0.090 -0.569 -0.4 -0.9 0.7 -0.46
O 1.708 -2.091 -1.856 -0.3 -0.5 1.0 -0.36
H 8.848 -2.116 -1.072 0.7 -0.5 0.2 0.06
H 8.551 -1.412 -2.652 -0.3 -0.3 0.3 0.08
H 8.280 -3.168 -2.485 0.6 0.1 0.4 0.08
H 6.166 -1.735 -3.529 -0.1 0.4 0.1 0.10
H 3.741 -1.257 -2.996 -0.5 0.1 -0.4 0.10
H 4.607 -1.802 1.155 0.0 -0.6 0.6 0.10
H 7.012 -2.441 0.616 -0.3 0.1 -0.3 0.11
Se -4.948 -0.850 -0.420 -0.7 1.0 -0.6 0.09
Sb -6.950 1.017 -0.779 0.9 -0.1 0.4 0.50
Se -5.392 2.807 0.087 -0.3 -0.4 0.1 0.11
Se -5.946 1.291 -3.208 -0.1 -0.3 0.0 0.10
Se -4.322 -0.154 -2.559 0.3 -0.3 0.1 0.14

***

# 3
79
Properties=species:S:1:pos:R:3:forces:R:3:lowdin_charge:R:1 method="wB97M-V/def2-TZVPD" homo_energy_ev="-1.64 / -2.59" charge=-2 homo_lumo_gap_ev="5.763 / 6.716" spin_multiplicity=6 total_energy_ev=-116382.776
Mn 0.933 -0.024 0.153 0.0 -0.2 -0.1 0.78
C 2.277 -3.383 1.360 0.0 0.1 0.0 -0.04
C 1.096 -3.517 0.458 0.0 -0.1 0.1 -0.33
C 0.494 -4.709 0.008 0.0 0.0 0.0 0.00
C -0.513 -4.303 -0.841 0.1 0.0 0.1 -0.29
C -1.476 -5.146 -1.614 0.0 0.1 0.0 -0.04
N -0.498 -2.954 -0.872 -0.1 -0.1 0.0 0.03
N 0.484 -2.472 -0.068 0.0 0.1 -0.1 0.09
B -1.409 -2.032 -1.702 0.0 0.0 0.0 -0.51
N -2.252 -1.138 -0.770 0.0 0.0 0.0 0.03
N -1.670 -0.436 0.228 0.0 0.0 0.0 0.11
C -2.641 0.184 0.876 -0.1 0.0 0.0 -0.34
C -2.362 1.034 2.072 0.0 0.0 0.0 -0.04
C -3.886 -0.111 0.285 -0.1 0.0 0.0 -0.01
C -3.590 -0.958 -0.764 0.0 0.0 0.0 -0.29
C -4.516 -1.588 -1.754 0.0 0.0 0.0 -0.04
N -0.560 -1.193 -2.673 0.0 0.1 0.0 0.03
N 0.429 -0.393 -2.210 0.0 0.0 0.0 0.08
C 1.017 0.152 -3.262 0.0 0.0 0.0 -0.34
C 2.190 1.065 -3.127 0.0 0.0 0.0 -0.05
C 0.390 -0.298 -4.443 0.0 0.0 0.0 0.00
C -0.606 -1.153 -4.020 0.0 0.0 0.0 -0.29
C -1.585 -1.934 -4.838 0.0 0.0 0.0 -0.04
H 2.220 -4.097 2.184 0.0 0.0 0.0 0.08
H 3.207 -3.557 0.814 0.0 0.0 0.0 0.06
H 2.325 -2.378 1.770 0.0 0.0 0.0 0.03
H 0.766 -5.723 0.262 0.0 0.0 0.0 0.09
H -1.277 -6.198 -1.410 0.0 0.0 0.0 0.07
H -2.512 -4.933 -1.340 0.0 0.0 0.0 0.07
H -1.383 -4.981 -2.690 0.0 0.0 0.0 0.07
H -2.162 -2.710 -2.347 0.0 0.0 0.0 0.10
H -1.291 1.201 2.159 0.0 0.0 0.0 0.04
H -2.854 2.005 1.999 0.0 0.0 0.0 0.08
H -2.732 0.551 2.984 0.0 0.0 0.0 0.07
H -4.863 0.247 0.575 0.0 0.0 0.0 0.09
H -5.539 -1.277 -1.543 0.0 0.0 0.0 0.07
H -4.272 -1.289 -2.776 0.0 0.0 0.0 0.07
H -4.471 -2.678 -1.713 0.0 0.0 0.0 0.07
H 2.384 1.275 -2.080 0.0 0.0 0.0 0.04
H 3.085 0.602 -3.550 0.0 0.0 0.0 0.08
H 2.010 2.011 -3.641 0.0 0.0 0.0 0.07
H 0.635 -0.040 -5.462 0.0 0.0 0.0 0.09
H -1.418 -1.729 -5.896 0.0 0.0 0.0 0.07
H -1.480 -3.009 -4.674 0.0 0.0 0.0 0.07
H -2.617 -1.668 -4.597 0.0 0.0 0.0 0.06
C 0.967 2.225 3.903 0.0 0.0 0.0 -0.07
C 1.884 1.020 4.105 0.0 0.1 0.1 -0.59
O 2.366 0.997 5.457 0.0 -0.2 -0.1 -0.07
P 0.991 -0.512 3.747 -0.2 0.1 0.0 0.49
O 1.882 -1.687 4.308 0.1 0.0 -0.1 -0.12
O -0.280 -0.612 4.724 0.0 0.0 0.0 -0.11
O 0.538 -0.611 2.338 0.1 0.0 0.0 -0.31
P 3.312 1.161 2.919 -0.1 0.0 -0.2 0.31
O 3.915 -0.364 3.109 0.0 -0.1 0.0 -0.22
O 4.244 2.124 3.570 0.0 0.0 0.0 -0.33
O 2.746 1.308 1.550 0.2 0.1 0.2 -0.34
H 0.160 2.196 4.640 0.0 0.0 0.0 0.08
H 0.560 2.259 2.895 0.0 0.0 0.0 0.05
H 1.555 3.131 4.061 0.0 0.0 0.0 0.09
H 3.303 1.235 5.390 0.0 0.2 0.0 0.07
H 2.801 -1.507 3.993 -0.1 0.0 0.0 0.06
H -1.071 -0.451 4.191 0.0 0.0 0.0 0.06
H 4.499 -0.639 2.372 0.0 0.0 -0.1 -0.03
S 5.554 -1.491 0.408 0.0 0.0 0.1 0.44
C 4.041 -1.078 -0.111 0.0 0.1 -0.3 -0.94
N 2.978 -0.779 -0.474 -0.1 0.0 0.2 0.04
O 0.364 2.912 -1.420 0.0 0.0 -0.1 0.08
B 0.305 2.165 -0.186 0.0 0.2 0.0 -0.36
O -0.234 3.109 0.769 0.0 0.0 0.1 0.06
C -0.451 4.289 0.146 0.0 0.0 -0.1 -0.23
C -0.946 5.471 0.653 0.0 -0.1 0.0 -0.01
C -1.072 6.548 -0.230 0.0 0.0 0.0 -0.13
C -0.711 6.427 -1.565 0.0 0.0 0.0 -0.13
C -0.208 5.224 -2.072 0.0 -0.1 0.0 -0.01
C -0.085 4.167 -1.196 0.0 0.0 0.1 -0.23
H -1.218 5.553 1.698 0.0 0.0 0.0 0.11
H -1.455 7.494 0.135 0.0 0.0 0.0 0.08
H -0.818 7.279 -2.226 0.0 0.0 0.0 0.08
H 0.079 5.118 -3.111 0.0 0.0 0.0 0.11

***

# 4
86
Properties=species:S:1:pos:R:3:forces:R:3:lowdin_charge:R:1 method="wB97M-V/def2-TZVPD" homo_energy_ev=-9.52 charge=0 homo_lumo_gap_ev=9.142 smiles="O=C1OC[C@@H](F)O1.O=C1OC[C@@H](F)O1.O=C1OC[C@@H](F)O1.O=C1OC[C@@H](F)O1.O=C1OC[C@@H](F)O1.COC(=O)OC.COC(=O)OC.COC(=O)OC" spin_multiplicity=1 total_energy_ev=-88123.345
O 3.023 3.664 -4.046 0.0 -1.1 2.4 0.14
C 3.136 3.324 -2.873 1.1 1.8 -3.4 -0.54
O 4.120 2.600 -2.364 0.9 -0.7 -1.2 0.16
C 3.817 2.308 -1.024 -4.3 2.3 0.7 -0.10
C 2.893 3.460 -0.700 1.2 -3.1 1.8 -0.37
F 3.654 4.466 -0.322 1.2 2.7 1.0 0.13
O 2.337 3.744 -1.899 -1.0 2.4 -1.4 0.09
H 3.224 1.394 -0.992 -0.7 1.1 0.1 0.11
H 4.633 2.152 -0.318 -1.6 3.4 -1.1 0.06
H 2.132 3.240 0.049 1.1 0.3 -0.5 0.14
O -0.642 0.031 3.057 -4.7 -6.4 3.6 0.12
C -1.582 -0.624 2.714 -1.7 0.0 2.0 -0.43
O -2.710 -0.105 2.190 -1.9 -8.3 0.3 0.01
C -3.522 -1.137 1.645 0.1 -1.4 0.9 0.01
C -2.988 -2.349 2.441 -2.5 1.1 0.5 -0.33
F -2.959 -3.450 1.711 0.2 -1.3 -0.6 0.13
O -1.733 -1.998 2.850 -1.4 1.4 4.1 0.06
H -4.585 -1.039 1.865 0.2 0.6 0.2 0.15
H -3.428 -1.217 0.563 0.4 -0.2 0.1 0.12
H -3.549 -2.467 3.368 -0.5 -0.6 -0.2 0.18
O 1.751 -1.644 -3.698 -6.2 2.7 1.4 0.11
C 0.579 -1.170 -3.460 4.6 -3.4 -2.1 -0.47
O -0.403 -1.806 -2.791 0.9 -1.9 0.6 0.09
C -1.655 -1.312 -3.173 -0.4 1.8 -0.4 -0.02
C -1.276 0.131 -3.390 -0.2 -1.7 -1.8 -0.23
F -1.230 0.718 -2.213 -0.4 -10.5 -2.9 -0.13
O 0.055 -0.063 -3.987 -1.3 0.9 -0.8 0.12
H -2.020 -1.686 -4.129 -0.1 -0.7 0.3 0.16
H -2.348 -1.267 -2.333 0.1 -1.1 -0.5 0.12
H -1.991 0.748 -3.934 0.9 -0.7 -1.5 0.16
O 0.490 3.702 -0.254 -1.9 2.4 -2.0 0.18
C -0.005 2.928 0.472 0.7 1.1 0.0 -0.66
O 0.704 2.420 1.417 2.6 0.6 0.7 0.12
C -0.093 1.751 2.319 1.5 1.6 -1.0 -0.08
C -1.328 1.485 1.438 0.5 1.6 1.8 -0.24
F -2.487 1.644 2.213 2.1 8.3 -1.0 0.02
O -1.222 2.477 0.471 -3.1 0.0 0.7 0.17
H 0.501 0.887 2.615 1.1 2.3 -0.8 0.13
H -0.306 2.480 3.101 -0.3 -0.6 0.6 0.17
H -1.257 0.452 1.097 -0.8 2.1 -1.1 0.12
O 5.822 1.485 -0.076 1.4 -3.8 0.7 0.14
C 5.007 0.606 -0.364 4.3 -0.9 0.2 -0.61
O 4.666 0.251 -1.574 1.8 -0.5 -1.8 0.10
C 3.493 -0.541 -1.539 1.4 -0.2 0.6 -0.07
C 3.764 -1.160 -0.152 -1.6 -0.1 -2.4 -0.30
F 4.696 -2.092 -0.410 0.8 -1.6 0.9 0.10
O 4.356 -0.127 0.520 0.1 0.4 2.2 0.20
H 2.543 -0.008 -1.502 2.4 1.5 -0.9 0.07
H 3.327 -1.230 -2.366 0.9 0.0 0.2 0.14
H 2.854 -1.500 0.342 0.9 -0.4 0.4 0.16
C 0.658 1.697 -2.036 1.5 -1.8 -2.2 0.04
O 0.038 1.043 -0.921 5.7 -2.7 5.1 -0.02
C 0.531 -0.200 -0.544 0.9 0.6 1.5 -0.36
O 1.510 -0.844 -0.920 -7.0 -0.1 0.6 0.03
O -0.124 -0.585 0.573 -0.8 0.3 -1.7 -0.02
C -0.042 -1.824 1.319 2.1 0.3 -5.4 -0.06
H -0.186 2.212 -2.495 2.1 0.9 0.3 0.10
H 0.794 0.850 -2.708 1.3 1.4 0.5 0.10
H 1.584 2.266 -1.948 -1.6 -1.1 1.0 0.09
H 0.632 -1.638 2.155 -1.5 1.1 -4.0 0.01
H 0.211 -2.608 0.605 1.0 -0.1 0.0 0.15
H -1.000 -2.167 1.710 2.2 0.5 -2.8 0.03
C 1.008 -2.720 3.291 1.7 -2.2 1.1 -0.09
O 0.617 -2.874 4.610 -1.5 -1.4 2.5 0.02
C 0.049 -4.096 4.977 -1.5 -0.7 -1.9 -0.44
O 0.143 -5.131 4.306 -0.1 2.7 2.1 0.11
O -0.861 -3.857 6.005 4.2 -0.4 -1.2 -0.05
C -1.923 -4.769 6.289 -1.4 1.4 -1.7 -0.04
H 0.259 -2.982 2.544 0.4 -1.8 1.8 0.07
H 1.934 -3.273 3.135 0.1 -0.1 -0.4 0.14
H 1.202 -1.675 3.047 1.3 -0.2 3.0 0.10
H -2.598 -4.011 5.890 -1.9 -0.5 1.3 0.09
H -2.038 -5.021 7.344 0.3 0.1 -0.3 0.10
H -2.147 -5.561 5.574 1.2 -0.5 0.3 0.10
C -3.668 0.542 -1.135 1.2 0.1 0.2 -0.01
O -3.589 1.196 -2.397 -0.7 0.5 -0.3 0.03
C -2.629 2.093 -2.674 0.3 4.6 0.9 -0.51
O -1.665 2.404 -1.990 -7.0 6.7 -0.9 0.10
O -2.938 2.673 -3.877 -1.2 -1.1 0.5 -0.01
C -1.973 3.216 -4.762 1.1 0.0 0.0 -0.02
H -3.143 1.055 -0.329 -0.4 0.7 -0.1 0.10
H -3.050 -0.351 -1.227 -0.7 -0.3 0.2 0.06
H -4.709 0.341 -0.883 0.2 0.1 -0.3 0.12
H -1.118 3.612 -4.214 -0.1 0.2 0.0 0.11
H -2.411 3.964 -5.423 -0.4 0.2 0.7 0.10
H -1.616 2.464 -5.464 0.1 -0.4 0.2 0.09